# 1
ORCA calculation (ωB97M-V/def2-TZVPD) on a cluster of 3 separate species, C12H23FNO8 in total.

Output
Kohn-Sham gap (eV): 9.4
Charge: +1
HOMO level (eV): -12.476
Calculated total energy (hartree): -1227.36506

Geometry (Å):
O 1.626 0.397 0.688
C 0.513 0.485 1.086
F 0.255 1.064 2.253
C -0.725 0.023 0.375
C -0.383 -0.704 -0.921
C 0.646 -1.842 -0.697
N 2.013 -1.551 -1.233
C 1.982 -0.839 -2.553
C 1.255 0.466 -2.365
O -0.067 0.271 -1.903
H -1.333 -0.579 1.058
H -1.317 0.909 0.123
H -1.279 -1.197 -1.303
H 0.774 -2.024 0.370
H 0.312 -2.770 -1.161
H 2.503 -0.964 -0.547
H 2.524 -2.429 -1.324
H 1.476 -1.506 -3.256
H 3.013 -0.672 -2.866
H 1.178 0.971 -3.329
H 1.813 1.120 -1.681
C -1.732 -4.292 -6.444
O -2.407 -3.043 -6.224
C -2.040 -2.385 -5.141
O -1.195 -2.731 -4.342
O -2.738 -1.249 -5.067
C -2.447 -0.501 -3.887
H -2.155 -4.686 -7.361
H -0.662 -4.129 -6.556
H -1.915 -4.971 -5.614
H -1.383 -0.286 -3.838
H -2.742 -1.072 -3.007
H -3.014 0.423 -3.942
C -0.484 2.304 4.983
O -0.543 2.877 6.289
C 0.629 3.355 6.724
O 1.665 3.317 6.108
O 0.452 3.866 7.935
C 1.635 4.420 8.529
H -1.492 1.957 4.772
H -0.176 3.051 4.252
H 0.220 1.474 4.964
H 2.022 5.231 7.917
H 2.399 3.653 8.638
H 1.320 4.788 9.500

# 2
ORCA calculation (ωB97M-V/def2-TZVPD) on a cluster of 2 separate species, C8H14F3N2 in total at a distorted geometry.

Output
Kohn-Sham gap (eV): 8.4
Charge: +1
ΔE to the lowest compared entry with this formula, charge and spin (kcal per mole): 52.0
HOMO level (eV): -13.164
Calculated total energy (hartree): -721.92271

Geometry (Å):
C 1.748 -0.609 -0.627
C 1.323 -1.694 0.051
C -0.895 1.197 0.951
C 0.861 -1.705 1.479
C 1.019 -2.894 -0.742
C -1.278 0.438 -1.346
C -3.041 1.528 -0.178
C 2.245 0.656 -0.144
N -1.619 1.029 -0.267
N -0.725 2.403 1.396
F 2.472 0.813 1.197
F 1.265 1.630 -0.353
F 3.252 1.269 -0.724
H 0.322 -2.518 1.528
H 1.799 -1.728 1.953
H 0.203 -0.766 1.595
H 1.624 -3.076 -1.586
H 0.740 -3.744 -0.002
H 0.047 -2.764 -1.263
H -0.225 0.107 -1.456
H 2.059 -0.754 -1.610
H -2.056 0.464 -2.061
H -3.112 2.027 -1.214
H -3.848 0.809 -0.130
H -3.236 2.295 0.557
H -0.234 2.511 2.246
H -0.711 3.077 0.750

# 3
ORCA calculation (ωB97M-V/def2-TZVPD) on a cluster of 5 separate species, C26H49BrN3O14P in total at a distorted geometry.

Output
Kohn-Sham gap (eV): 8.3
Charge: 0
HOMO level (eV): -7.996
SMILES string: CCP(CC)CO[C@@H](CC(C)C)[C@](Br)(CC(N)(N)N)OC.O=C1OCCO1.O=C1OCCO1.O=C1OCCO1.O=C1OCCO1
Calculated total energy (hartree): -5153.07679

Geometry (Å):
C -1.323 -5.473 0.661
C -2.558 -4.898 1.430
P -4.041 -4.460 0.375
C -4.747 -6.148 -0.120
C -5.461 -6.122 -1.512
C -3.523 -3.620 -1.221
O -3.218 -2.236 -1.016
C -1.852 -1.985 -1.312
C -1.495 -1.932 -2.829
C -2.486 -1.128 -3.723
C -3.829 -1.895 -4.005
C -1.781 -0.995 -5.136
C -1.340 -0.729 -0.510
Br -1.063 -1.417 1.372
C -2.434 0.387 -0.382
C -1.862 1.826 -0.117
N -3.023 2.663 0.347
N -0.868 1.914 0.932
N -1.384 2.423 -1.356
O -0.171 -0.184 -1.036
C 0.977 -0.996 -0.835
H -0.597 -5.829 1.426
H -1.558 -6.347 0.026
H -0.791 -4.729 0.041
H -2.903 -5.712 2.108
H -2.274 -4.069 2.106
H -3.882 -6.843 -0.215
H -5.466 -6.497 0.639
H -6.124 -5.229 -1.565
H -4.690 -5.958 -2.292
H -6.083 -7.009 -1.710
H -4.401 -3.648 -1.899
H -2.718 -4.167 -1.759
H -1.279 -2.840 -0.885
H -1.522 -2.983 -3.198
H -0.476 -1.565 -3.038
H -2.668 -0.093 -3.381
H -4.193 -1.736 -5.035
H -4.642 -1.554 -3.331
H -3.674 -2.986 -3.884
H -1.334 -1.995 -5.337
H -1.005 -0.213 -5.155
H -2.531 -0.858 -5.940
H -3.051 0.101 0.489
H -3.126 0.404 -1.249
H -2.963 2.742 1.361
H -3.884 2.152 0.164
H 0.063 1.710 0.598
H -1.119 1.379 1.750
H -1.351 3.428 -1.247
H -2.007 2.144 -2.101
H 1.446 -0.844 0.154
H 0.821 -2.072 -1.042
H 1.737 -0.655 -1.570
O 2.814 5.332 5.097
C 2.637 4.807 4.044
O 2.310 3.503 3.883
C 1.960 3.312 2.506
C 2.684 4.438 1.826
O 2.739 5.438 2.849
H 2.283 2.334 2.151
H 0.874 3.390 2.402
H 3.704 4.168 1.539
H 2.155 4.808 0.950
O 2.952 0.893 0.836
C 3.904 0.588 0.187
O 4.949 1.406 -0.064
C 5.978 0.619 -0.667
C 5.207 -0.529 -1.259
O 4.074 -0.625 -0.392
H 6.519 1.194 -1.416
H 6.678 0.298 0.109
H 4.858 -0.322 -2.274
H 5.774 -1.458 -1.263
O 1.206 6.319 -0.490
C 0.951 7.253 0.199
O 0.081 7.220 1.235
C 0.220 8.445 1.953
C 0.781 9.374 0.910
O 1.495 8.485 0.053
H -0.741 8.779 2.341
H 0.906 8.289 2.789
H 0.001 9.875 0.331
H 1.447 10.126 1.331
O 6.882 -2.941 2.744
C 5.796 -2.540 3.005
O 5.538 -1.335 3.571
C 4.126 -1.127 3.509
C 3.586 -2.527 3.418
O 4.649 -3.228 2.772
H 3.772 -0.597 4.391
H 3.896 -0.532 2.623
H 3.411 -2.974 4.400
H 2.668 -2.586 2.834

# 4
ORCA calculation (ωB97M-V/def2-TZVPD) on the molecule C4H5FO at a distorted geometry.

Output
Kohn-Sham gap (eV): 10.3
Charge: 0
ΔE to the lowest compared entry with this formula, charge and spin (kcal per mole): 0.4
HOMO level (eV): -10.306
SMILES string: C=C(F)C(C)=O
Calculated total energy (hartree): -330.48715

Geometry (Å):
C -1.701 0.887 -0.024
C -0.744 -0.058 0.025
F -1.079 -1.382 0.000
C 0.687 0.298 -0.049
C 1.646 -0.865 -0.001
O 1.086 1.459 0.009
H -2.748 0.621 0.017
H -1.351 1.917 0.082
H 2.635 -0.390 -0.102
H 1.537 -1.614 -0.775
H 1.629 -1.347 0.997

# 5
ORCA calculation (ωB97M-V/def2-TZVPD) on a structure of composition C6H17BeN8O10 at a distorted geometry.

Output
Kohn-Sham gap (spin up / spin down) (eV): 2.6 / 4.0
<S²>: 0.751
Charge: -2
2S+1: 2
HOMO level (spin up / spin down) (eV): 2.103 / 0.756
Calculated total energy (hartree): -1443.93506

Geometry (Å):
Be -17.363 22.321 -5.457
O -16.699 22.889 -0.705
C -17.246 23.321 -1.801
O -17.698 24.473 -1.803
O -17.314 22.619 -2.780
H -16.459 21.999 -0.971
C -16.458 25.161 -5.749
O -17.527 24.938 -5.206
O -16.074 24.336 -6.565
O -15.754 26.088 -5.355
C -15.135 20.692 -7.879
O -16.006 21.034 -7.105
N -14.416 21.438 -8.616
N -14.975 19.427 -8.101
H -13.920 21.084 -9.421
H -14.502 22.422 -8.406
H -15.689 18.844 -7.689
H -14.148 18.925 -8.391
C -20.910 21.584 -4.720
O -19.813 22.097 -4.812
N -22.064 22.211 -4.730
N -21.216 20.318 -4.601
H -22.032 23.155 -4.374
H -22.857 21.614 -4.546
H -20.479 19.686 -4.877
H -22.219 20.200 -4.570
C -13.734 22.390 -4.961
O -14.893 21.981 -4.691
N -13.356 23.665 -5.278
N -12.650 21.789 -4.910
H -14.158 24.168 -5.630
H -12.409 23.702 -5.629
H -11.895 22.460 -4.911
H -12.564 20.888 -4.463
C -18.561 22.596 -8.545
O -18.810 22.175 -7.399
N -19.142 22.071 -9.629
N -17.709 23.549 -8.769
H -18.853 22.458 -10.516
H -19.753 21.310 -9.369
H -17.530 23.720 -9.749
H -17.108 23.783 -7.992

# 6
ORCA calculation (ωB97M-V/def2-TZVPD) on a structure of composition C30H24AsIrN3O7 at a distorted geometry.

Output
Kohn-Sham gap (spin up / spin down) (eV): 5.5 / 5.2
<S²>: 8.848
Charge: 0
ΔE to the lowest compared entry with this formula, charge and spin (kcal per mole): 7.9
2S+1: 6
HOMO level (spin up / spin down) (eV): -6.129 / -8.518
Calculated total energy (hartree): -4188.48429

Geometry (Å):
Ir 0.035 -0.059 -0.240
O -1.379 0.485 3.768
C -1.198 0.435 2.562
O 0.126 0.448 2.057
C -2.236 0.317 1.572
C -3.558 0.434 2.064
C -4.617 0.458 1.218
C -4.388 0.336 -0.182
C -5.422 0.393 -1.120
C -5.165 0.253 -2.467
C -3.859 0.025 -2.902
C -2.824 -0.045 -2.000
C -3.048 0.141 -0.625
N -2.003 0.135 0.239
H -3.673 0.519 3.133
H -5.628 0.579 1.578
H -6.430 0.560 -0.768
H -5.970 0.314 -3.185
H -3.656 -0.084 -3.957
H -1.813 -0.223 -2.341
C 4.171 -2.710 -2.612
C 2.794 -2.575 -2.734
C 2.094 -1.761 -1.870
C 2.765 -1.046 -0.864
C 4.159 -1.200 -0.739
C 4.840 -2.022 -1.609
N 2.043 -0.228 -0.035
N 2.683 0.606 0.711
C 2.305 1.387 1.717
C 3.261 2.357 2.106
C 2.996 3.290 3.072
C 1.755 3.306 3.702
C 0.802 2.358 3.376
C 1.053 1.394 2.418
H 4.715 -3.340 -3.298
H 2.267 -3.101 -3.516
H 1.024 -1.626 -1.989
H 4.676 -0.650 0.031
H 5.911 -2.129 -1.511
H 4.208 2.354 1.589
H 3.745 4.023 3.329
H 1.532 4.055 4.443
H -0.149 2.348 3.880
O 0.227 5.123 -4.029
C 0.244 4.158 -3.308
C 0.327 2.703 -3.769
O 0.489 2.354 -4.916
C 0.224 1.901 -2.550
C 0.125 2.751 -1.391
O 0.087 2.275 -0.236
C 0.157 4.162 -1.794
O 0.095 5.164 -1.113
O 0.210 0.647 -2.451
C 0.289 -3.969 -0.158
As -0.089 -2.344 0.874
C -1.721 -2.931 1.785
C 1.172 -2.595 2.347
H 0.211 -4.850 0.483
H 1.292 -3.920 -0.581
H -0.427 -4.063 -0.976
H -1.596 -3.967 2.110
H -2.581 -2.870 1.118
H -1.913 -2.310 2.660
H 1.052 -3.600 2.760
H 0.980 -1.864 3.132
H 2.198 -2.473 2.000

# 7
ORCA calculation (ωB97M-V/def2-TZVPD) on the molecule C5H10O.

Output
Kohn-Sham gap (eV): 10.8
Charge: 0
ΔE to the lowest compared entry with this formula, charge and spin (kcal per mole): 7.1
HOMO level (eV): -9.793
SMILES string: CC(C)CC=O
Calculated total energy (hartree): -271.74136

Geometry (Å):
C -1.096 -0.870 -0.622
C -0.219 0.349 -0.330
C -1.033 1.423 0.396
C 1.022 0.006 0.498
C 1.950 -1.037 -0.070
O 1.870 -1.523 -1.174
H -1.966 -0.573 -1.220
H -1.472 -1.314 0.310
H -0.546 -1.633 -1.177
H 0.129 0.754 -1.290
H -0.427 2.302 0.642
H -1.880 1.754 -0.215
H -1.438 1.022 1.334
H 1.639 0.909 0.637
H 0.747 -0.306 1.517
H 2.775 -1.338 0.614

# 8
ORCA calculation (ωB97M-V/def2-TZVPD) on the molecule C9H15NO2 at a distorted geometry.

Output
Kohn-Sham gap (eV): 10.0
Charge: 0
ΔE to the lowest compared entry with this formula, charge and spin (kcal per mole): 138.0
HOMO level (eV): -9.911
SMILES string: CC1(C)CC[C@]1(C1CC1)[N+](=O)[O-]
Calculated total energy (hartree): -556.95947

Geometry (Å):
C -0.522 -1.316 -2.034
C -0.859 -0.406 -0.796
C -2.020 -0.902 0.005
C -0.900 1.095 -1.197
C 0.532 1.391 -0.845
C 0.556 -0.241 0.024
C 0.405 -0.053 1.529
C 1.608 0.540 2.119
C 0.328 1.355 2.170
N 1.577 -1.170 -0.361
O 2.378 -0.790 -1.238
O 1.672 -2.190 0.312
H -0.493 -2.367 -1.720
H 0.368 -0.991 -2.506
H -1.447 -1.290 -2.709
H -1.598 -1.846 0.475
H -2.864 -0.977 -0.635
H -2.267 -0.260 0.898
H -1.647 1.619 -0.649
H -1.196 1.187 -2.322
H 1.245 1.434 -1.613
H 0.631 2.256 -0.220
H 0.126 -0.982 2.097
H 2.366 1.013 1.577
H 1.835 0.207 3.121
H -0.110 1.570 3.096
H 0.295 2.111 1.420

# 9
ORCA calculation (ωB97M-V/def2-TZVPD) on the molecule C5H7FN2 at a distorted geometry.

Output
Kohn-Sham gap (eV): 10.3
Charge: 0
ΔE to the lowest compared entry with this formula, charge and spin (kcal per mole): 93.3
HOMO level (eV): -9.222
SMILES string: C=NN1C[C@H]1/C=C/F
Calculated total energy (hartree): -403.95822

Geometry (Å):
C 0.083 1.975 -2.482
N -0.587 1.402 -1.581
N 0.167 0.614 -0.661
C 0.790 -0.551 -1.293
C -0.369 -0.735 -0.380
C -0.267 -1.352 0.983
C -0.071 -0.515 1.944
F 0.025 -0.820 3.296
H 1.222 2.024 -2.403
H -0.425 2.639 -3.215
H 0.773 -0.587 -2.408
H 1.747 -0.786 -0.859
H -1.342 -1.124 -0.791
H -0.175 -2.408 1.148
H -0.094 0.579 1.932

# 10
ORCA calculation (ωB97M-V/def2-TZVPD) on a cluster of 9 separate species, C46H81I2N3O8 in total at a distorted geometry.

Output
Kohn-Sham gap (eV): 7.8
Charge: 0
HOMO level (eV): -8.087
Calculated total energy (hartree): -3162.78650

Geometry (Å):
C 8.239 3.084 -0.799
N 8.690 3.613 -2.047
C 8.220 4.892 -2.512
C 6.690 4.890 -2.629
C 6.118 4.309 -3.718
C 4.705 4.260 -3.829
C 3.919 4.772 -2.843
C 2.394 4.679 -2.889
I 1.668 4.934 -4.918
C 2.020 3.298 -2.201
C 1.615 3.519 -0.731
I 0.447 2.227 -3.214
C 4.501 5.391 -1.698
N 3.679 5.890 -0.730
C 4.303 6.422 0.281
C 5.715 6.497 0.393
C 6.317 7.157 1.608
N 6.524 6.027 -0.518
C 5.901 5.451 -1.589
H 8.697 2.107 -0.636
H 8.494 3.719 0.062
H 7.153 2.914 -0.747
H 9.396 3.129 -2.562
H 8.552 5.701 -1.853
H 8.602 5.107 -3.511
H 6.733 3.890 -4.504
H 4.297 3.771 -4.702
H 1.946 5.482 -2.316
H 2.899 2.663 -2.195
H 0.985 2.703 -0.387
H 2.524 3.482 -0.127
H 1.147 4.491 -0.583
H 3.701 6.841 1.083
H 7.256 6.677 1.875
H 6.457 8.229 1.462
H 5.625 7.030 2.445
C 2.345 -1.585 -0.098
C 3.632 -1.510 -0.912
C 3.589 -0.080 -1.427
O 2.901 0.693 -0.435
C 2.277 -0.194 0.505
H 2.340 -2.369 0.653
H 1.492 -1.745 -0.760
H 4.497 -1.649 -0.259
H 3.689 -2.246 -1.713
H 3.024 -0.013 -2.364
H 4.583 0.342 -1.589
H 2.835 -0.142 1.447
H 1.254 0.135 0.689
C -1.589 -2.656 3.376
C -1.421 -4.031 2.740
C -0.785 -3.680 1.402
O -0.006 -2.492 1.623
C -0.336 -1.938 2.900
H -1.678 -2.676 4.460
H -2.479 -2.165 2.972
H -0.733 -4.635 3.338
H -2.353 -4.584 2.631
H -1.540 -3.460 0.649
H -0.138 -4.472 1.021
H 0.505 -2.117 3.580
H -0.477 -0.860 2.800
C -5.355 -0.947 6.513
C -4.995 -2.006 7.549
C -3.702 -2.571 6.979
O -3.064 -1.502 6.276
C -3.983 -0.414 6.131
H -6.021 -0.172 6.889
H -5.831 -1.418 5.649
H -4.803 -1.533 8.515
H -5.764 -2.765 7.689
H -3.903 -3.380 6.266
H -3.029 -2.948 7.750
H -3.667 0.390 6.804
H -3.946 -0.043 5.105
C -3.683 -5.292 -3.051
C -4.515 -5.813 -1.885
C -3.520 -5.735 -0.736
O -2.649 -4.635 -1.026
C -2.850 -4.211 -2.379
H -4.278 -4.911 -3.880
H -3.035 -6.085 -3.431
H -5.358 -5.143 -1.700
H -4.906 -6.819 -2.037
H -2.915 -6.644 -0.668
H -4.002 -5.570 0.229
H -3.380 -3.252 -2.364
H -1.881 -4.063 -2.858
C -1.007 1.675 -6.911
C -1.372 0.861 -8.147
C -2.090 -0.332 -7.531
O -2.718 0.144 -6.338
C -2.222 1.448 -6.024
H -0.824 2.730 -7.115
H -0.113 1.261 -6.439
H -2.060 1.429 -8.779
H -0.514 0.573 -8.753
H -1.382 -1.122 -7.257
H -2.846 -0.758 -8.192
H -3.012 2.177 -6.237
H -1.982 1.498 -4.962
C -2.806 -11.105 0.956
C -1.516 -11.048 0.147
C -1.541 -9.619 -0.375
O -2.223 -8.837 0.610
C -2.858 -9.706 1.553
H -2.818 -11.888 1.712
H -3.658 -11.261 0.290
H -0.656 -11.193 0.805
H -1.463 -11.789 -0.650
H -2.098 -9.550 -1.316
H -0.543 -9.209 -0.533
H -2.302 -9.656 2.495
H -3.876 -9.360 1.733
C -3.045 4.512 -3.073
C -4.228 3.607 -3.394
C -5.354 4.284 -2.626
O -5.049 5.681 -2.603
C -3.703 5.884 -3.046
H -2.231 4.445 -3.794
H -2.646 4.268 -2.085
H -4.436 3.632 -4.467
H -4.079 2.568 -3.102
H -5.400 3.925 -1.592
H -6.331 4.135 -3.087
H -3.736 6.327 -4.048
H -3.202 6.582 -2.375
C 0.514 3.166 6.891
C 0.151 2.338 5.664
C -0.609 1.177 6.289
O -1.247 1.692 7.463
C -0.723 2.988 7.761
H 0.728 4.211 6.669
H 1.387 2.736 7.387
H -0.510 2.911 5.009
H 1.011 2.015 5.080
H 0.070 0.374 6.593
H -1.363 0.757 5.623
H -1.488 3.734 7.518
H -0.503 3.052 8.828

# 11
ORCA calculation (ωB97M-V/def2-TZVPD) on a cluster of 2 separate species, C3H6O2 in total.

Output
Kohn-Sham gap (eV): 10.1
Charge: 0
ΔE to the lowest compared entry with this formula, charge and spin (kcal per mole): 77.2
HOMO level (eV): -9.261
SMILES string: C=C1CO1.O
Calculated total energy (hartree): -268.28213

Geometry (Å):
C 0.924 -0.669 -0.437
C 0.144 -0.139 0.486
C -0.556 -0.016 1.728
O 0.029 1.113 1.019
H 0.840 -1.688 -0.791
H 1.631 -0.019 -0.937
H 0.026 -0.307 2.598
H -1.635 0.007 1.849
O -0.554 0.444 -2.224
H -0.063 1.209 -1.899
H -0.875 0.063 -1.394

Among the records above, which one has the lowest charge? C6H17BeN8O10

What is the calculated total energy in the fourth record? -330.48715 hartree

Which formula does entry 1 have? C12H23FNO8

charge of number 4 (C4H5FO)? 0